162
Properties=species:S:1:pos:R:3:forces:R:3:mulliken_charge:R:1 method="wB97M-V/def2-TZVPD" lumo_ev="0.4 / 0.4" s_squared=6.01 total_energy_ha=-5331.2866 multiplicity=5 homo_lumo_gap_ev="8.664 / 9.386"
Cr -2.8712 1.7526 -0.6443 -1.11 0.82 1.03 0.084
N -1.0682 0.5588 -0.2326 1.27 0.07 -1.56 0.716
S 0.2308 0.8513 -1.1872 0.23 2.24 -1.67 -0.220
O 0.6291 -0.1681 -2.1270 -0.97 0.75 1.16 0.123
O 1.2317 1.5781 -0.4785 -0.31 -0.42 -0.26 -0.460
F -0.5845 2.0281 -2.0716 1.26 -1.78 1.06 -0.533
S -0.8960 -0.6897 0.6899 -1.88 -0.75 2.44 -0.190
O -2.0582 -0.6735 1.5345 -0.02 -0.17 0.09 -0.287
O 0.3533 -0.9507 1.3215 0.13 0.21 -1.11 -0.278
F -1.2209 -1.9077 -0.2586 0.56 -0.12 -0.31 -0.275
O -4.3108 5.4106 -1.1139 -0.15 0.08 0.02 -0.567
C -3.7753 4.1832 -1.0626 0.88 -0.50 -0.19 0.648
O -4.5198 3.1811 -0.8614 0.54 -0.12 -0.13 -0.834
O -2.5231 4.1162 -1.2224 -0.50 -0.55 0.22 -0.735
H -3.5151 5.9452 -1.2618 -0.31 0.28 0.00 0.343
C 2.6392 3.4406 -3.4427 -2.41 -0.80 -0.87 -0.618
O 2.2128 2.1175 -3.7960 0.71 -0.28 0.64 -0.187
H 2.7704 3.9885 -4.3509 -0.05 0.55 -0.57 0.348
H 1.8359 3.8511 -2.8370 0.19 0.60 0.06 0.100
H 3.5386 3.4232 -2.9338 1.89 -0.01 1.24 0.242
H 2.5972 1.5718 -3.0816 -0.21 -0.16 -0.55 0.133
C -5.2962 0.9862 3.8700 -0.94 -1.28 0.89 -0.950
O -4.3027 0.3923 3.0316 -0.88 2.08 -0.67 -0.140
H -4.9536 1.8409 4.4520 0.35 0.28 -0.40 0.280
H -6.1912 1.2608 3.2684 0.72 -0.13 0.31 0.300
H -5.6097 0.2485 4.6696 0.13 0.62 -1.07 0.155
H -3.9552 -0.3656 3.4444 0.59 -1.54 1.10 0.101
C -3.5077 3.3761 2.0916 -0.66 0.98 -1.21 -1.110
O -3.0132 2.2031 1.4926 1.20 -1.01 -0.95 3.775
H -4.4664 3.5759 1.6087 -0.39 0.04 0.52 0.347
H -3.5908 3.2974 3.1682 0.25 0.01 0.05 0.112
H -2.8926 4.2208 1.7485 0.26 -0.30 0.60 0.118
H -3.2234 1.4063 2.0204 -0.33 0.14 0.17 -0.424
C -5.8330 -0.3192 -0.5530 -1.79 -1.70 0.78 -0.858
O -4.6290 0.0469 0.0084 2.49 0.80 0.24 0.214
H -5.8157 -1.4244 -0.4612 -0.87 0.39 -0.38 0.304
H -6.6817 0.0890 0.0681 0.68 -0.37 -0.72 0.219
H -5.9989 -0.0622 -1.6071 0.49 0.30 0.25 0.156
H -4.1960 -0.7146 0.4535 -0.69 0.64 -0.20 -0.022
C -4.3538 -4.0617 1.7442 -1.53 0.41 1.70 -0.820
O -4.1378 -2.6785 1.5246 -1.48 -0.11 -0.36 -0.368
H -5.0864 -4.4247 1.0175 0.30 -0.11 0.03 0.283
H -3.4396 -4.6237 1.7324 0.41 -0.39 -0.21 0.306
H -4.8248 -4.1679 2.7853 0.61 -0.11 -1.34 0.247
H -3.2251 -2.4919 1.5352 1.73 0.46 0.10 -0.002
C -2.3410 -1.5469 6.9502 -1.02 -1.48 -1.12 -0.737
C -1.8967 -2.3342 5.6407 -0.50 0.22 1.45 -0.076
C -3.2644 -2.6153 5.0575 0.57 -1.33 -1.14 0.136
O -4.0708 -1.4969 5.2891 -0.13 0.10 0.10 -0.415
C -3.7908 -1.0318 6.6042 0.98 0.96 0.28 -0.357
H -1.6129 -0.8246 7.1976 0.43 1.27 0.22 0.309
H -2.3950 -2.2159 7.7948 0.05 -0.44 0.20 0.289
H -1.3582 -3.2558 5.9347 -0.18 0.51 -0.41 0.465
H -1.3025 -1.7273 4.9456 -0.05 -0.12 0.38 -0.148
H -3.6693 -3.5540 5.4765 -0.19 0.35 0.15 0.365
H -3.2029 -2.7669 3.9751 -0.19 0.07 0.07 -0.347
H -4.6321 -1.3270 7.2875 1.03 0.14 -0.35 0.404
H -3.6914 0.0677 6.5491 -0.65 -0.35 0.08 0.183
C 0.7354 -0.4172 -7.4070 -0.53 0.41 0.08 -0.685
C 1.0483 0.6705 -6.3716 0.02 -1.52 0.31 -0.389
C -0.2642 0.9782 -5.7412 -0.83 1.05 0.16 0.331
O -1.1041 -0.1003 -6.0607 -1.53 -0.37 0.71 -0.412
C -0.4352 -1.1098 -6.7484 -0.01 -1.06 -0.01 -0.104
H 1.5584 -1.0849 -7.5939 0.35 -0.15 -0.23 0.366
H 0.3501 0.0082 -8.3276 0.31 0.19 -0.34 0.290
H 1.4755 1.5379 -6.7611 1.05 1.25 -0.63 0.560
H 1.6602 0.2490 -5.5882 0.63 0.01 0.06 -0.107
H -0.7558 1.8596 -6.1773 0.25 0.12 0.11 0.328
H -0.1882 1.1479 -4.6552 0.00 -0.21 -0.27 -0.438
H -1.1754 -1.5541 -7.4526 0.66 0.08 0.42 0.338
H -0.0766 -1.8824 -6.0319 -0.22 0.11 -0.34 -0.117
C 2.8453 -4.1936 -0.2726 1.26 -1.62 -0.71 1.100
C 1.3752 -3.9815 -0.0011 -0.62 -0.32 -0.36 0.651
C 0.8410 -5.4219 0.0952 -0.57 -1.61 0.10 -0.646
O 1.8102 -6.2957 -0.5564 1.11 1.35 1.10 -0.481
C 3.0671 -5.7304 -0.0059 -2.63 0.75 1.54 -0.853
H 3.5172 -3.5875 0.3117 0.15 0.34 0.34 -0.099
H 3.1583 -4.1043 -1.3226 -0.39 0.41 0.15 -0.557
H 0.8164 -3.3407 -0.6904 0.38 -0.42 -0.55 -0.534
H 1.2134 -3.4547 0.9068 0.06 0.24 1.16 0.058
H -0.1240 -5.6390 -0.4236 0.65 0.41 0.51 0.283
H 0.7638 -5.7741 1.1874 -0.02 0.61 -1.36 0.324
H 3.9518 -6.1519 -0.4076 0.55 -0.47 -0.85 0.446
H 3.0470 -5.9701 1.1097 0.15 0.37 -1.14 0.301
C -3.6398 -0.6478 -4.1080 -1.91 1.77 1.09 -0.681
C -3.8353 0.7155 -4.8231 1.19 0.41 -1.07 -0.446
C -3.4101 1.7741 -3.7594 -1.09 1.30 -0.04 -1.044
O -3.0645 1.0439 -2.5837 -0.60 0.83 0.15 1.269
C -2.6904 -0.2113 -3.0069 1.29 -3.08 0.90 0.555
H -3.3984 -1.5223 -4.6846 0.53 0.03 -0.36 0.422
H -4.6362 -0.8050 -3.6632 0.36 -0.52 0.22 0.265
H -4.8500 0.9399 -5.1853 0.29 -0.37 0.30 0.523
H -3.1586 0.7310 -5.6998 -0.37 0.26 0.50 0.005
H -4.2842 2.3896 -3.4482 0.66 -0.17 -0.38 0.276
H -2.5531 2.4476 -3.9593 -0.47 -0.47 -0.48 0.319
H -2.7219 -0.8185 -2.0811 -0.03 -0.18 -0.65 -0.347
H -1.6494 -0.2328 -3.3601 -0.14 0.19 -0.10 -0.487
C 0.8964 6.3580 -0.4289 -0.69 -0.75 1.80 -0.867
C 0.7184 4.8189 -0.3754 -0.86 0.52 0.75 0.919
C 0.6375 4.5182 1.1214 -0.28 -0.61 0.11 0.104
O 0.1558 5.6865 1.8081 0.30 -0.78 -0.45 -0.389
C 0.4075 6.8153 1.0146 2.24 0.35 -0.56 -0.642
H 0.1500 6.7813 -1.0504 -0.07 0.44 -1.40 0.270
H 1.9220 6.6912 -0.6174 -0.39 0.01 -0.13 0.374
H 1.4533 4.1813 -0.8516 0.25 0.28 -0.03 -0.123
H -0.2482 4.5635 -0.7564 -0.52 -0.05 -0.73 -0.328
H 1.6501 4.2254 1.3679 0.38 0.14 1.03 0.243
H -0.0466 3.6829 1.4024 0.47 0.53 -0.33 -0.269
H 1.2572 7.4184 1.3871 -0.25 -0.25 0.49 0.238
H -0.4383 7.4771 1.0571 -0.65 0.09 -0.36 0.391
C 5.1508 -1.1461 4.5038 -1.82 0.95 -1.72 -0.748
C 4.9857 -1.2120 2.9738 -2.39 -0.30 1.49 -0.455
C 3.9849 -0.0499 2.7731 -1.56 -0.43 -1.68 0.401
O 3.7999 0.6469 3.9988 0.50 -0.10 -0.77 -0.370
C 4.9664 0.3542 4.7139 -0.45 -0.75 2.33 -0.561
H 5.9804 -1.6533 4.8685 1.61 -0.58 0.83 0.513
H 4.2282 -1.5418 4.9121 0.02 -0.51 0.39 0.249
H 4.6067 -2.1624 2.5947 -0.09 0.01 0.15 0.072
H 5.8731 -1.0205 2.4903 2.12 0.55 -1.10 0.384
H 2.9602 -0.3374 2.4262 0.78 -0.19 0.36 -0.273
H 4.3502 0.5733 1.9547 0.18 0.59 0.23 0.178
H 4.7301 0.5173 5.7716 0.20 0.34 -0.08 0.345
H 5.7907 0.9748 4.4405 0.81 0.43 -0.46 0.273
C 1.5737 -4.2068 -3.8895 -1.52 0.18 -1.03 -0.443
C 2.1828 -2.7682 -3.7629 -0.94 -0.95 1.23 2.470
C 3.4975 -2.9896 -4.3904 2.46 0.86 1.50 -0.087
O 3.9401 -4.2368 -3.8454 -0.95 -0.74 -0.58 -0.467
C 2.7859 -5.1194 -4.0375 0.85 0.12 0.71 -0.497
H 0.8823 -4.3236 -4.7754 0.88 0.45 0.52 0.365
H 0.8974 -4.4889 -3.0770 0.49 0.11 0.31 0.109
H 2.3688 -2.5311 -2.6933 -0.40 -0.14 -0.61 -1.569
H 1.5685 -1.9909 -4.1842 -0.21 0.27 -0.25 -0.746
H 4.2881 -2.2710 -4.0203 -0.86 -0.44 -0.72 -0.191
H 3.4525 -2.9822 -5.4619 0.11 -0.18 -0.83 0.339
H 2.7851 -5.9218 -3.2960 0.27 0.28 0.22 0.209
H 2.9062 -5.6221 -4.9933 -0.28 0.22 -0.41 0.346
C 5.3442 -1.0628 -0.9840 -0.20 -0.30 0.27 0.454
C 6.2305 -0.5432 -2.1370 -1.48 -1.69 -1.52 -0.852
C 5.3077 0.3870 -2.9557 0.37 -0.12 0.14 -0.518
O 4.1813 0.6427 -2.1304 -0.09 2.26 -0.77 -0.096
C 3.9551 -0.3327 -1.2000 1.29 -1.79 1.52 0.953
H 5.8491 -0.8184 -0.0276 -0.61 -0.01 -0.36 -0.177
H 5.2156 -2.1709 -0.9954 0.09 0.80 -0.12 0.161
H 6.6164 -1.3887 -2.7798 -0.29 0.96 0.70 0.217
H 7.0238 0.0343 -1.7959 1.58 0.73 0.78 0.376
H 4.9921 -0.0886 -3.8947 -0.01 0.21 0.10 0.260
H 5.8033 1.3597 -3.1630 -0.44 -0.58 -0.06 0.391
H 3.2382 -1.0160 -1.6052 -0.55 -0.78 -0.09 -0.877
H 3.5477 0.0300 -0.2398 0.18 0.37 -0.58 -0.313
C 0.5280 1.3022 5.4555 -0.13 0.29 0.82 -0.310
C 0.7883 2.8171 5.4493 0.84 0.27 -0.89 -0.593
C -0.5784 3.4431 5.0651 0.40 -0.33 0.10 -0.410
O -1.1793 2.4692 4.2366 -0.76 -1.60 0.53 -0.201
C -0.5632 1.1817 4.4337 -0.26 0.31 -0.41 0.852
H 0.2390 1.0173 6.4799 -0.35 -0.06 -0.33 0.204
H 1.3570 0.6376 5.1974 0.22 0.52 -0.06 0.267
H 1.5039 3.0389 4.6368 -0.12 0.02 0.43 0.048
H 1.2131 3.1347 6.4047 -0.15 0.27 -0.21 0.517
H -0.5679 4.2468 4.2982 0.45 0.51 1.51 0.237
H -1.1471 3.6289 6.0236 0.12 0.16 -1.11 0.133
H -0.1733 0.9187 3.4822 0.77 -0.21 -1.05 -0.317
H -1.2393 0.3724 4.6226 -1.08 -0.09 0.55 -0.601